No. 1
The following is a quantum chemistry calculation of 2 unconnected molecules or ions with the total composition CF3I, from the OMol25 dataset.

As for the charge: 0. The value obtained for the orbital gap (alpha / beta) is 8.47 / 7.03 eV. For the LUMO energy (alpha / beta), the calculation gives -1.4 / -2.6 eV. The value obtained for the HOMO energy (alpha / beta) is -9.9 / -9.7 eV.

Atoms and positions in Å:
C -0.395 -0.005 -0.006
F -0.730 1.082 -0.647
F -0.746 0.017 1.252
F -0.752 -1.100 -0.619
I 2.623 0.006 0.020

No. 2
The following is a quantum chemistry calculation of 13 unconnected molecules or ions with the total composition H26O13, from the OMol25 dataset.

As for the charge: 0. The value obtained for the orbital gap is 10.37 eV. For the LUMO energy, the calculation gives 0.2 eV. The value obtained for the HOMO energy is -10.2 eV.

Atoms and positions in Å:
H -0.952 -0.560 -0.064
H 0.559 -0.394 -0.035
H 5.166 -1.601 -0.906
H 4.279 -1.420 0.315
H -0.458 -2.850 -2.178
H -0.845 -4.277 -2.527
H -5.646 0.037 2.000
H -4.593 0.886 1.308
H 1.082 4.611 -0.891
H -0.267 4.396 -1.559
H 1.584 1.577 3.093
H 0.819 2.845 3.435
H -3.599 2.810 -0.348
H -2.338 3.088 -1.149
H 4.507 -0.687 3.092
H 3.327 -1.626 3.285
H -3.076 -1.619 0.432
H -1.753 -2.325 0.184
H -2.683 -3.392 2.471
H -2.844 -3.506 0.964
H 0.530 1.090 -0.889
H -0.507 2.101 -1.351
H -0.199 -0.214 -3.635
H -0.584 -0.622 -2.223
H 4.684 0.118 -1.907
H 4.759 1.518 -1.321
O -0.172 -0.791 0.453
O 4.257 -1.408 -0.648
O -0.132 -3.637 -2.629
O -4.694 0.180 1.956
O 0.431 3.927 -1.086
O 0.755 1.885 3.476
O -3.299 3.110 -1.214
O 3.598 -0.710 3.412
O -2.539 -2.002 -0.270
O -2.554 -2.898 1.653
O -0.076 1.763 -0.558
O -0.864 -0.061 -2.955
O 4.342 0.660 -1.187

No. 3
The following is a quantum chemistry calculation of 2 unconnected molecules or ions with the total composition C3H9N3O2, from the OMol25 dataset.

As for the charge: 0. The value obtained for the orbital gap is 8.74 eV. For the LUMO energy, the calculation gives 0.1 eV. The value obtained for the HOMO energy is -8.6 eV.

Atoms and positions in Å:
O 0.725 0.288 1.223
C 0.883 1.543 1.511
O 0.814 2.019 2.625
C 1.165 2.449 0.299
H 1.602 3.403 0.582
H 1.834 1.956 -0.408
H 0.238 2.669 -0.239
N -0.698 -1.714 0.633
C -0.666 -1.400 -0.657
N -1.409 -2.149 -1.573
N 0.176 -0.489 -1.037
H -0.171 -1.123 1.288
H -1.393 -2.357 0.968
H -1.380 -3.147 -1.414
H -2.375 -1.861 -1.679
H 0.616 0.030 -0.161
H 0.038 -0.118 -1.959

| no. | total energy (eV) | strongest force on any atom (eV/A) |
| --- | --- | --- |
| 1 | -17288.1872 | 1.61 |
| 2 | -27036.2924 | 3.50 |
| 3 | -11822.6826 | 1.29 |